Record 1
18
Properties=species:S:1:pos:R:3 method="wB97M-V/def2-TZVPD" homo_lumo_gap_ev="2.387 / 8.611" lumo_energy_ev="3.40 / 3.29" de_lowest_kcal_mol=59.83 max_force_ev_per_a=3.24 spin_multiplicity=2 homo_energy_ev="1.01 / -5.32" energy_ha=-364.14331 charge=-1
C 1.006 -0.305 1.646
H 1.744 1.152 0.158
C -1.340 0.179 0.070
H -1.305 -0.741 0.659
H 1.734 -1.771 -0.330
H -2.048 0.051 -0.750
H -3.506 1.225 -2.555
N -0.025 0.288 -0.572
C 2.257 -0.786 -0.345
H 0.314 -1.250 1.680
H 2.523 -0.593 -1.387
H -3.115 -0.125 -3.286
H -0.043 1.074 -1.224
O -3.592 0.242 -2.522
H 3.008 -1.174 0.344
C 1.206 0.191 0.209
O 1.541 0.199 2.587
H -1.616 1.022 0.742

---

Record 2
7
Properties=species:S:1:pos:R:3 method="wB97M-V/def2-TZVPD" homo_lumo_gap_ev=8.255 lumo_energy_ev=3.47 de_lowest_kcal_mol=40.45 max_force_ev_per_a=2.35 spin_multiplicity=1 homo_energy_ev=-4.78 energy_ha=-1048.12130 charge=-1
O -1.265 -0.782 -1.380
S -0.745 -0.315 -0.108
H 1.814 0.462 -0.536
H 1.591 -0.033 1.008
C 1.535 -0.484 -0.011
O -1.284 -0.727 1.158
Cl -1.646 1.879 -0.130

---

Record 3
70
Properties=species:S:1:pos:R:3 method="wB97M-V/def2-TZVPD" homo_lumo_gap_ev="5.984 / 2.406" lumo_energy_ev="-14.20 / -17.00" max_force_ev_per_a=6.98 spin_multiplicity=5 homo_energy_ev="-20.18 / -19.41" energy_ha=-2967.72825 charge=+4
H 3.620 1.795 2.867
H -4.636 2.464 3.334
H -1.350 7.222 1.166
H -4.272 3.164 5.710
C 1.397 -2.402 -3.044
O 3.121 -1.940 -0.112
H 0.155 -4.041 -4.783
C 1.867 0.975 -2.215
C 2.103 3.836 3.925
C -1.477 5.338 2.226
H -1.551 6.357 4.138
In 0.102 0.577 0.711
C -0.675 6.448 1.548
C 0.503 -1.759 2.319
C 2.525 1.663 2.770
H -1.368 0.761 5.559
C 1.989 -2.001 0.050
H -1.393 -4.201 -3.965
C -2.164 0.522 4.842
H -3.089 5.490 0.777
O -2.108 2.865 4.139
Si -0.909 2.768 3.004
C -0.794 -1.593 -3.924
H -2.825 -0.236 5.296
H -0.407 -1.601 -4.936
H -2.976 6.630 3.105
C -2.470 4.701 1.234
H -4.328 1.479 6.240
H -1.860 -1.814 -3.981
H -1.931 4.205 0.395
C 1.795 2.342 3.934
H 0.001 6.915 2.274
H 1.902 -3.150 -2.430
H -3.573 1.253 2.565
H -2.829 5.075 3.910
S -0.889 -2.782 -1.537
C -0.319 -4.036 -3.808
C -0.088 -2.683 -3.131
H -0.642 -0.607 -3.488
H -3.177 4.021 1.739
H 1.560 4.358 4.724
C 2.252 1.706 5.245
H 1.815 -2.464 -4.052
C -2.992 1.789 4.580
H 1.759 2.179 6.098
H -0.105 6.046 0.701
Rh 0.207 -2.020 0.463
H 0.071 -4.860 -3.199
H 2.294 0.585 2.757
H -4.733 0.715 3.807
C -2.249 5.876 3.433
O 0.790 -1.616 3.451
I -3.432 -1.744 1.411
H 2.223 2.110 1.820
H 3.174 3.978 4.133
C -4.058 1.541 3.508
I -4.323 -0.539 -0.694
H -1.722 0.127 3.905
H 2.059 0.623 5.233
H 1.897 4.301 2.947
O -0.515 4.350 2.673
H -2.917 2.432 6.654
O 0.998 3.306 -0.950
H 3.334 1.837 5.366
O 0.359 2.129 3.835
C 0.801 2.151 -0.910
O 2.920 1.447 -2.248
H 1.596 -1.399 -2.654
O -1.304 1.884 1.713
C -3.662 2.262 5.871

---

Record 4
93
Properties=species:S:1:pos:R:3 method="wB97M-V/def2-TZVPD" homo_lumo_gap_ev=1.301 lumo_energy_ev=-6.03 de_lowest_kcal_mol=20.84 max_force_ev_per_a=4.68 spin_multiplicity=1 homo_energy_ev=-7.33 energy_ha=-5729.48052 charge=+1
H -8.327 -1.247 1.924
H -0.474 3.735 5.331
H 5.782 0.535 0.130
H 1.832 -2.159 -2.477
H -3.699 -0.433 4.042
H 5.140 -1.145 0.127
H 6.884 -0.872 0.031
Ca 3.744 1.098 1.535
H 8.840 -0.774 -3.626
H -5.125 3.162 0.680
H -9.714 -2.779 1.403
H 7.489 -1.336 -2.836
H -6.692 -0.682 1.621
C -2.554 4.164 5.646
H -2.627 -1.789 3.626
O 8.536 1.175 -6.105
O 5.795 -0.499 -1.686
H 0.648 -0.533 2.079
O -8.316 -3.059 -0.129
C -2.823 -0.726 3.457
N -3.769 -1.152 1.184
H -2.453 5.249 5.629
O 8.956 -0.705 -8.975
H -1.284 5.013 3.327
H 7.334 -0.703 -4.343
C -7.489 -1.896 0.018
H 8.297 1.799 -1.086
C -10.456 -1.857 -0.406
C 5.914 -0.484 -0.283
H -0.611 3.440 2.877
H 0.115 -3.276 -1.154
H -10.033 -0.866 -0.244
C 6.123 0.719 -2.364
C 0.949 -0.877 1.096
O 9.930 1.085 -8.027
N 7.849 -0.603 -3.452
H -10.454 -2.044 -1.479
O -1.590 2.065 4.938
H -3.527 3.899 5.222
C 7.580 0.732 -2.826
H -0.467 -3.755 1.382
H -3.534 1.368 0.958
H 1.425 2.653 3.939
H 5.481 0.748 -3.248
O 7.246 -0.565 -6.565
H -7.836 -1.068 -0.600
H -1.964 -0.184 3.853
H 3.002 -0.163 -1.513
H -1.937 -1.732 -0.220
C 8.587 0.952 -1.705
H -10.144 -3.903 0.129
O 1.660 3.144 3.140
C 1.926 -0.239 0.333
H -6.996 -2.410 1.972
H -1.863 0.816 0.815
H -2.439 1.865 4.532
C -3.141 -0.391 2.020
H 2.384 0.618 0.790
F 9.380 3.169 -7.049
H 8.694 0.074 -1.063
H -2.554 3.829 6.684
C 9.049 0.106 -8.101
C 8.159 0.172 -6.861
H -0.977 -2.279 2.248
H -2.358 3.664 2.921
C 0.644 -2.428 -0.738
O -4.521 3.902 0.899
H -2.107 -3.492 -0.344
Br -6.591 3.730 -0.773
F 10.811 1.792 -5.937
C -1.419 3.936 3.416
H 9.573 1.168 -2.118
H 5.884 1.598 -1.763
H -3.993 -3.072 0.583
Cl -3.795 -4.866 -0.377
C -1.432 3.497 4.868
B 9.704 1.861 -6.773
C -7.374 -1.517 1.474
C -2.694 0.932 1.513
C 1.625 -1.790 -1.483
Li -7.300 -4.038 1.283
H -11.487 -1.839 -0.054
H -3.224 -2.971 2.042
C 2.251 -0.691 -0.930
H -6.504 -2.169 -0.369
C -0.796 -2.721 1.267
N -3.296 -2.510 1.131
C 0.314 -1.973 0.542
H -2.456 1.630 2.310
H 7.722 1.483 -3.606
C -2.053 -2.648 0.362
H -4.309 4.272 0.040
C -9.679 -2.936 0.318

---

Record 5
43
Properties=species:S:1:pos:R:3 method="wB97M-V/def2-TZVPD" homo_lumo_gap_ev="3.637 / 3.811" lumo_energy_ev="-12.18 / -12.01" max_force_ev_per_a=5.10 spin_multiplicity=7 homo_energy_ev="-15.82 / -15.82" energy_ha=-2708.04639 charge=+3
C -26.167 2.727 4.812
H -25.364 3.466 4.802
H -26.955 -1.901 3.320
N -25.876 2.342 -0.859
H -26.248 2.394 5.850
N -27.396 -0.075 2.432
H -24.557 1.150 2.489
C -29.264 3.199 2.012
N -26.052 1.696 3.805
C -24.714 1.152 3.571
H -27.473 0.127 0.408
H -29.713 0.823 4.031
H -25.026 2.849 -0.604
H -24.719 0.142 3.984
H -30.048 2.615 4.394
N -25.058 -0.946 -4.650
H -28.009 -1.436 0.895
H -27.114 3.226 4.601
H -25.556 1.405 -1.143
O -25.503 -0.266 -1.951
H -23.934 1.781 3.994
H -24.329 -1.520 -5.088
H -28.503 3.896 1.664
Ti -26.941 -1.925 -2.403
H -26.397 2.340 0.067
C -27.239 -0.691 1.101
H -25.161 -0.653 -1.128
C -29.332 1.841 4.129
H -25.068 -0.093 -5.230
H -24.777 -0.557 -3.733
Ti -26.723 1.331 -3.785
H -28.628 -1.268 3.638
H -29.558 2.588 1.151
H -28.598 1.856 4.940
O -26.526 2.147 1.231
H -26.189 -0.945 0.920
C -27.573 -1.026 3.527
H -27.105 -0.559 4.394
P -27.123 1.596 2.491
H -26.048 -1.222 -4.582
N -28.583 2.295 2.978
H -26.452 2.620 -1.657
H -30.183 3.675 2.341

---

Record 6
17
Properties=species:S:1:pos:R:3 method="wB97M-V/def2-TZVPD" homo_lumo_gap_ev=10.702 lumo_energy_ev=0.62 de_lowest_kcal_mol=97.01 max_force_ev_per_a=1.37 spin_multiplicity=1 homo_energy_ev=-10.09 energy_ha=-476.02831
O 1.710 -1.878 1.322
H -0.488 -1.598 -1.006
C -1.690 0.439 -0.871
C -0.158 1.001 0.763
C 0.503 0.523 -0.516
N 3.008 0.602 -1.142
C -1.068 -0.247 0.852
H 2.452 -1.747 0.704
H -1.069 -0.893 1.733
H 1.161 -2.564 0.930
C -0.571 -0.599 -0.577
H -0.594 2.576 -0.859
H -2.332 0.495 -1.754
O -2.362 0.149 0.365
C 1.866 0.591 -0.925
H 0.267 1.621 1.548
C -0.632 1.529 -0.569

---

Record 7
62
Properties=species:S:1:pos:R:3 method="wB97M-V/def2-TZVPD" homo_lumo_gap_ev=9.329 smiles="CC1=CC[C@H](C(=O)N(C)CC[C@H](C)NC(=O)c2cn(CCN(C)C)nn2)CC1" lumo_energy_ev=0.39 de_lowest_kcal_mol=28.87 max_force_ev_per_a=0.57 spin_multiplicity=1 homo_energy_ev=-8.94 energy_ha=-1261.49813
H -4.242 4.822 2.745
C -5.984 1.175 1.896
N -0.132 1.862 0.127
H -0.450 1.830 1.081
O 4.924 -0.770 -1.429
H -5.746 3.285 0.585
H -5.916 1.038 0.816
C 3.232 -5.228 -0.576
C -5.187 2.429 3.756
C 0.944 0.975 -0.282
C 0.436 0.007 -1.355
C 1.462 -0.498 -2.402
H 4.048 -4.693 1.326
H 2.895 -7.299 -1.065
C 3.078 -6.670 -0.194
H -6.196 2.682 4.125
H 1.333 -1.568 -2.551
C -5.579 3.510 1.640
C -1.669 3.695 -0.128
H -5.639 0.257 2.372
H -7.044 1.322 2.160
H 3.978 -7.034 0.309
N 2.862 -0.196 -2.157
C 3.354 -3.393 -2.278
N -5.152 2.291 2.311
H 3.385 0.952 -3.834
C 3.740 -1.044 -1.553
H 2.439 -4.082 1.032
C 3.222 -2.412 -1.114
H 3.987 -2.205 0.899
H -0.028 -0.848 -0.849
H 3.093 -5.568 -2.622
H 1.734 1.599 -0.698
C 3.207 -4.822 -1.840
C -2.616 3.329 0.802
C -0.551 2.878 -0.676
N -1.936 4.953 -0.547
C 4.007 -2.925 0.080
H -0.369 0.499 -1.901
H -4.496 3.199 4.096
C 1.485 0.278 0.953
C -4.571 4.642 1.721
H 2.323 -0.364 0.696
C 3.355 1.036 -2.744
H 4.345 -3.269 -2.732
C 3.413 -4.251 0.553
H -2.825 2.436 1.361
H 2.630 -3.162 -3.063
H 2.243 -6.794 0.500
H -6.543 3.868 2.045
N -3.404 4.412 0.885
H 1.220 -0.048 -3.366
H 1.844 1.002 1.686
H 0.718 -0.349 1.418
H 5.046 -3.078 -0.212
H -4.880 1.492 4.218
H 4.357 1.239 -2.382
H -5.023 5.563 1.361
H 2.703 1.873 -2.488
H 2.171 -2.325 -0.821
O -0.061 3.077 -1.771
N -2.972 5.385 0.075

---

Record 8
16
Properties=species:S:1:pos:R:3 method="wB97M-V/def2-TZVPD" homo_lumo_gap_ev=9.376 smiles="C=C=NC.CN=C=O" lumo_energy_ev=0.70 de_lowest_kcal_mol=51.77 max_force_ev_per_a=1.42 spin_multiplicity=1 homo_energy_ev=-8.67 energy_ha=-380.00568
H -0.016 -1.991 0.409
C -0.889 -1.799 1.033
C -2.613 -0.726 -0.423
N -1.766 -0.905 0.385
H 1.364 -0.538 -1.863
C -0.047 1.314 0.120
H -0.709 2.960 1.180
N 0.846 0.566 -0.217
O -3.438 -0.334 -1.141
C -0.962 2.058 0.656
H -2.000 1.796 0.597
H 2.604 0.569 -1.268
H 1.234 1.203 -2.211
H -1.387 -2.742 1.268
H -0.558 -1.321 1.955
C 1.536 0.464 -1.465